The following is a quantum chemistry calculation of 3 unconnected molecules or ions with the total composition C2H12N2O2, from the Open Molecules 2025 dataset.

```
18
Properties=species:S:1:pos:R:3
C 1.32263 -1.51453 1.10068
N 0.62273 -0.40825 0.41792
C -0.34118 -0.90776 -0.55739
N -1.07413 0.12011 -1.24385
H 0.85424 -1.88487 2.01774
H 1.46646 -2.32339 0.39399
H 2.26518 -1.09415 1.46841
H 0.19894 0.20942 1.09708
H -1.06318 -1.68480 -0.23540
H 0.27794 -1.48205 -1.25882
H -1.72572 0.66007 -0.71031
H -0.40540 0.72001 -1.70291
H 0.73423 2.94244 -1.90494
H 1.24742 2.47644 -3.27293
O 0.50445 2.94122 -2.86963
H -1.85634 0.17237 1.66587
H -1.42141 0.29174 3.20104
O -1.60686 0.76596 2.39346
```

Summary:
SMILES = CNCN.O.O
HOMO energy = -0.327 Ha
gap between HOMO and LUMO = 0.35173 hartree
E = -9343.1619 eV
energy above the lowest of the compared OMol25 structures with the same formula, charge and spin = 24.0 kcal per mole
2S+1 = 1

Here are the natural (NBO) charges for atoms 1 to 5, given in e: -0.42, -0.65, -0.06, -0.84, 0.17